1.
This record from OMol25 describes an isolated molecule of C20H17N5O. The level of theory is ωB97M-V/def2-TZVPD.

Cartesian coordinates (Å):
O -3.9387 -1.8937 2.0535
N 0.8070 1.4014 -0.4714
N 1.9213 -0.5528 -1.2998
N -0.6530 0.9816 1.3185
C -3.4812 -0.7985 2.3744
C -0.0986 1.8196 0.4049
C 1.0779 0.0607 -0.4918
C -0.4054 -0.3090 1.2718
C 1.7435 -1.9013 -1.0578
C 0.8503 -2.1072 -0.0402
C -1.2825 6.0450 0.2687
C 3.9393 -4.8125 -3.4772
C -1.9419 5.1707 1.1514
C -0.2614 5.5177 -0.5280
C 2.8839 -5.2517 -2.6642
C 4.3519 -3.4929 -3.4574
C -1.5276 3.8046 1.2941
C 0.0992 4.1808 -0.4457
C 2.2152 -4.3272 -1.8337
C 3.6569 -2.5720 -2.6602
C -0.4995 3.2903 0.4240
C 2.5421 -2.9422 -1.8383
N 0.4472 -0.8252 0.3307
N -1.0034 -1.1589 2.1811
C -4.1738 0.5011 1.9786
C -2.1043 -0.7165 3.0626
H 0.5980 -3.0523 0.3244
H -1.5424 7.0785 0.1631
H 4.4786 -5.5416 -4.1034
H -2.7286 5.5806 1.8053
H 0.2354 6.1081 -1.2546
H 2.5187 -6.2782 -2.6691
H 5.1591 -3.1654 -4.1193
H -2.0525 3.1345 1.9979
H 0.8389 3.8611 -1.1411
H 1.4234 -4.6322 -1.1856
H 3.8909 -1.5113 -2.6162
H -0.9449 -2.1364 1.9261
H -4.9163 0.3510 1.2018
H -4.6403 0.9129 2.8728
H -3.4276 1.2299 1.6778
H -1.9070 0.3057 3.3279
H -2.1478 -1.3566 3.9437

Calculated values
Total charge: 0
Frontier orbital gap: 8.25 eV
LUMO: 0.03 eV
Highest occupied orbital energy: -0.30215 Ha
Energy above the lowest of the compared OMol25 structures with the same formula, charge and spin: 0.0 kcal per mole

Need the natural (NBO) charges? In units of e they are:
1. O -0.5350
2. N -0.4676
3. N -0.4655
4. N -0.5805
5. C 0.5846
6. C 0.4345
7. C 0.5082
8. C 0.6404
9. C 0.1490
10. C -0.1588
11. C -0.1981
12. C -0.2100
13. C -0.2216
14. C -0.2064
15. C -0.2174
16. C -0.2089
17. C -0.1744
18. C -0.1685
19. C -0.1901
20. C -0.1835
21. C -0.0951
22. C -0.0592
23. N -0.3678
24. N -0.5708
25. C -0.7249
26. C -0.3157
27. H 0.2223
28. H 0.2166
29. H 0.2144
30. H 0.2155
31. H 0.2122
32. H 0.2174
33. H 0.2192
34. H 0.2209
35. H 0.2354
36. H 0.1988
37. H 0.2360
38. H 0.4077
39. H 0.2439
40. H 0.2368
41. H 0.2395
42. H 0.2353
43. H 0.2311



2.
This record from OMol25 describes an isolated molecule of C20H17N5O3. The level of theory is ωB97M-V/def2-TZVPD.

Cartesian coordinates (Å):
C 2.3314 -1.7932 2.3876
H 2.1937 -2.3942 1.3300
O 1.4726 -0.7950 2.3074
C 1.4950 0.3247 1.4591
C 0.3988 1.4392 1.5030
C 0.5662 2.4919 0.7796
C 1.5376 2.5713 -0.0853
C 2.5330 1.5447 -0.5182
C 2.5062 0.4846 0.3953
H 3.1761 -0.3907 0.3414
O 3.7304 1.4637 -1.3588
C 3.7614 2.6398 -2.3190
H 3.6444 3.4972 -1.7418
H 4.6297 2.2480 -2.8253
H 2.7535 2.6856 -2.9804
H 1.6093 3.3984 -0.8196
C -0.5387 3.5072 0.8416
O -0.1212 4.7303 0.8548
N -1.6393 3.0579 0.7114
C -2.2091 1.8801 0.8320
C -1.7450 0.9574 -0.1303
C -2.1230 -0.3343 0.0842
C -3.3126 -0.6711 0.6900
C -3.9368 0.3796 1.5427
C -3.3608 1.6771 1.1509
H -3.9225 2.3387 1.9734
H -5.1287 0.2004 1.9711
H -3.7142 -1.6881 0.5769
C -1.5919 -1.4347 -0.6376
N -1.8736 -2.7345 -0.2503
N -1.1192 -3.7015 -0.9834
C -1.3000 -4.9507 -0.7499
N -0.4085 -5.6901 -1.4555
N 0.0257 -4.7304 -2.2420
C -0.3524 -3.5376 -1.9224
C 0.1418 -2.3639 -2.4815
C -0.7429 -1.2278 -2.0272
H -0.4844 -0.3163 -1.9757
H 0.6817 -2.1527 -3.2675
H -1.6916 -5.4037 0.1893
H -0.8985 0.9952 -0.4794
H -2.1820 3.9782 1.2660
H -0.1335 1.4384 2.4569
H 3.2395 -1.3376 2.5378
H 2.1026 -2.2815 3.0689

Calculated values
Total charge: 0
Frontier orbital gap: 7.48 eV
LUMO: -0.97 eV
Highest occupied orbital energy: -0.31047 Ha
Energy above the lowest of the compared OMol25 structures with the same formula, charge and spin: 401.0 kcal per mole

Need the natural (NBO) charges? In units of e they are:
1. C -0.1478
2. H 0.1360
3. O -0.5018
4. C 0.3438
5. C -0.2122
6. C -0.1944
7. C -0.2527
8. C 0.3167
9. C -0.3469
10. H 0.2276
11. O -0.5044
12. C -0.2604
13. H 0.1950
14. H 0.2243
15. H 0.1721
16. H 0.2183
17. C 0.6594
18. O -0.6427
19. N -0.5310
20. C 0.0933
21. C -0.1229
22. C -0.1558
23. C -0.1568
24. C -0.1757
25. C -0.2036
26. H 0.2095
27. H 0.2494
28. H 0.2449
29. C 0.2662
30. N -0.2594
31. N -0.1703
32. C 0.1025
33. N -0.2099
34. N -0.2814
35. C 0.2030
36. C -0.0632
37. C -0.2248
38. H 0.1666
39. H 0.2247
40. H 0.2150
41. H 0.1930
42. H 0.4180
43. H 0.2193
44. H 0.1682
45. H 0.1509



3.
This record from OMol25 describes a structure of composition C20H17N7O2SV. The level of theory is ωB97M-V/def2-TZVPD.

Cartesian coordinates (Å):
V 0.2488 0.7512 -0.1992
C -1.7223 4.1880 1.2218
C -0.8096 3.0416 1.0118
N -0.3571 2.6450 -0.1547
N -0.5474 3.4040 -1.2957
C 0.1398 2.9847 -2.3725
N 0.1647 3.6630 -3.4801
S 1.0076 1.4625 -2.2231
C -0.2789 2.2415 2.1362
C -0.4610 2.5682 3.4508
C 0.2203 1.8215 4.4332
C 1.0345 0.7789 4.0468
C 1.1512 0.4751 2.6927
N 0.5183 1.1904 1.7506
H -2.3222 4.4211 0.3428
H -1.1399 5.0792 1.4958
H -2.4014 3.9849 2.0497
H -0.9289 4.3420 -1.2130
H -0.3186 4.5491 -3.6057
H 0.6951 3.3327 -4.2817
H -1.0928 3.3969 3.7423
H 0.1040 2.0733 5.4812
H 1.5793 0.1888 4.7731
H 1.7568 -0.3570 2.3599
O -2.2370 -5.5170 -1.5641
N -1.0277 -5.5082 -1.5043
O -0.3107 -6.4667 -1.4901
C -0.3755 -4.1968 -1.2199
C 0.9634 -4.2240 -1.0787
C 1.6919 -3.0229 -0.8066
C 3.1026 -2.9831 -0.7008
C 3.7450 -1.7866 -0.4654
C 2.9952 -0.6258 -0.3290
N 1.6521 -0.6374 -0.4082
C 0.9974 -1.8310 -0.6613
C -0.4237 -1.8151 -0.7977
N -1.0563 -0.5834 -0.6546
C -2.3957 -0.4824 -0.8389
C -3.1478 -1.5891 -1.1545
C -2.5389 -2.8278 -1.2829
C -1.1348 -2.9742 -1.1032
H 1.4811 -5.1716 -1.1801
H 3.6738 -3.8983 -0.8172
H 4.8235 -1.7302 -0.3958
H 3.4713 0.3323 -0.1586
H -2.8435 0.4965 -0.7243
H -4.2155 -1.4848 -1.2990
H -3.1305 -3.6992 -1.5278

Calculated values
Total charge: +4
Frontier orbital gap (alpha / beta): 5.57 / 6.21 eV
LUMO (alpha / beta): -15.51 / -14.87 eV
Spin multiplicity: 2
Highest occupied orbital energy (alpha / beta): -0.77458 / -0.77461 Ha
Expectation value of S²: 0.777
Energy above the lowest of the compared OMol25 structures with the same formula, charge and spin: 4.8 kcal per mole

Need the natural (NBO) charges? In units of e they are:
1. V 1.4011
2. C -0.7293
3. C 0.4425
4. N -0.3451
5. N -0.3983
6. C 0.3689
7. N -0.6502
8. S 0.2060
9. C 0.0824
10. C -0.1194
11. C -0.0386
12. C -0.1766
13. C 0.1361
14. N -0.5333
15. H 0.2676
16. H 0.3232
17. H 0.3046
18. H 0.4569
19. H 0.4637
20. H 0.4730
21. H 0.2801
22. H 0.2962
23. H 0.2976
24. H 0.2401
25. O -0.3350
26. N 0.5281
27. O -0.2623
28. C 0.0883
29. C -0.1245
30. C 0.0249
31. C -0.0143
32. C -0.2163
33. C 0.1249
34. N -0.5257
35. C 0.1051
36. C 0.2322
37. N -0.5574
38. C 0.1382
39. C -0.2286
40. C 0.0506
41. C -0.0808
42. H 0.3098
43. H 0.2879
44. H 0.2991
45. H 0.2525
46. H 0.2385
47. H 0.2993
48. H 0.3163



4.
This record from OMol25 describes a structure of composition C20H17N8O3SeTl. The level of theory is ωB97M-V/def2-TZVPD.

Cartesian coordinates (Å):
Tl -2.1305 0.9028 -2.0095
Se 5.1624 3.0929 1.5293
N 4.5654 1.5490 0.8691
C 3.5339 1.8282 0.1202
C 2.7641 0.8216 -0.6018
C 3.0906 -0.5321 -0.5481
C 2.3225 -1.4297 -1.2539
C 1.2320 -0.9428 -1.9744
N 0.9016 0.3371 -2.0245
C 1.6613 1.2212 -1.3660
C 1.2904 2.6535 -1.4627
N 0.2350 2.9640 -2.2175
C -0.1088 4.2343 -2.3310
C 0.5745 5.2770 -1.7093
C 1.6607 4.9654 -0.9238
C 2.0344 3.6299 -0.7903
C 3.1717 3.2226 0.0266
N 3.9130 4.0573 0.7019
H 3.9392 -0.8452 0.0456
H 2.5396 -2.4891 -1.2456
H 0.5789 -1.6184 -2.5114
H -0.9816 4.4380 -2.9430
H 0.2473 6.2989 -1.8410
H 2.2310 5.7264 -0.4077
O -3.6918 -0.3179 -0.3579
N -3.3790 -1.4455 0.0974
N -2.3592 -1.9950 -0.4625
O -1.6651 -1.4510 -1.4362
C -1.8985 -3.2303 0.0873
C -2.4131 -3.7308 1.2817
C -1.9089 -4.9149 1.7924
C -0.8984 -5.6020 1.1304
C -0.3975 -5.0946 -0.0576
C -0.8920 -3.9089 -0.5833
H -3.2033 -3.1976 1.7887
H -2.3103 -5.3038 2.7193
H -0.5089 -6.5251 1.5384
H 0.3841 -5.6247 -0.5868
H -0.5209 -3.5009 -1.5108
C -2.9450 1.5608 2.2998
N -1.9061 0.5487 2.2725
C -1.0337 0.4859 1.2443
N -0.1444 -0.5644 1.2569
O -0.9982 1.3542 0.3688
H -3.5489 1.4066 3.1911
H -3.5823 1.4772 1.4194
H -2.5081 2.5580 2.3342
H -1.9295 -0.1919 2.9491
H -0.4240 -1.4029 1.7435
H 0.2546 -0.7520 0.3487

Calculated values
Total charge: 0
Frontier orbital gap: 7.20 eV
LUMO: -0.60 eV
Highest occupied orbital energy: -0.28693 Ha
Energy above the lowest of the compared OMol25 structures with the same formula, charge and spin: 1.1 kcal per mole

Need the natural (NBO) charges? In units of e they are:
1. Tl 0.8219
2. Se 0.9050
3. N -0.6022
4. C 0.1269
5. C -0.1115
6. C -0.1191
7. C -0.2700
8. C 0.0601
9. N -0.4188
10. C 0.1898
11. C 0.2654
12. N -0.4242
13. C 0.0589
14. C -0.2523
15. C -0.1227
16. C -0.1204
17. C 0.1354
18. N -0.6042
19. H 0.2371
20. H 0.2266
21. H 0.2149
22. H 0.1959
23. H 0.2235
24. H 0.2349
25. O -0.5655
26. N 0.1458
27. N 0.1033
28. O -0.7190
29. C 0.1854
30. C -0.2635
31. C -0.2015
32. C -0.2266
33. C -0.1993
34. C -0.2600
35. H 0.2408
36. H 0.2156
37. H 0.2152
38. H 0.2141
39. H 0.2410
40. C -0.4101
41. N -0.6165
42. C 0.7986
43. N -0.8358
44. O -0.7302
45. H 0.2018
46. H 0.2258
47. H 0.2028
48. H 0.3931
49. H 0.3853
50. H 0.4084



5.
This record from OMol25 describes an isolated molecule of C20H17NO4. The level of theory is ωB97M-V/def2-TZVPD.

Cartesian coordinates (Å):
O 0.5167 -0.5242 -0.4174
C 1.8598 -0.6881 -0.5634
C 2.3087 -2.0298 -0.4823
C 3.6579 -2.3111 -0.5606
C 4.5773 -1.2490 -0.6664
N 5.9741 -1.5231 -0.6346
O 6.7708 -0.5549 -0.6729
O 6.3616 -2.7115 -0.5665
C 4.1369 0.0797 -0.7919
C 2.7748 0.3540 -0.8088
H 1.5720 -2.8226 -0.3655
H 4.0242 -3.3307 -0.5319
H 4.8777 0.8738 -0.8722
H 2.4391 1.3735 -1.0034
C -6.2628 -1.3690 -1.3291
O -5.3746 -0.4680 -2.0261
C -4.1398 -0.2039 -1.5263
C -3.3523 0.7162 -2.2544
C -2.0737 1.0167 -1.8418
C -1.5490 0.4594 -0.6706
C -0.1164 0.7725 -0.3022
C 0.1511 1.3363 1.0698
C 1.2939 2.1245 1.2687
C 1.8388 2.2461 2.5449
C 1.1366 1.7561 3.6528
C -0.1307 1.1928 3.4684
C -0.6340 1.0019 2.1808
C -2.2963 -0.4988 0.0178
C -3.6081 -0.7807 -0.3501
H -7.0916 -1.4952 -2.0262
H -5.7821 -2.3368 -1.1236
H -6.6217 -0.9175 -0.3928
H -3.7790 1.1704 -3.1412
H -1.4489 1.6973 -2.4172
H 0.2991 1.4515 -1.0603
H 1.7549 2.6067 0.4024
H 2.8087 2.7372 2.6591
H 1.5690 1.8416 4.6500
H -0.7384 0.8968 4.3224
H -1.6326 0.5909 2.0366
H -1.8558 -1.0300 0.8636
H -4.2156 -1.4511 0.2623

Calculated values
Total charge: 0
Frontier orbital gap: 8.17 eV
LUMO: -0.49 eV
Highest occupied orbital energy: -0.31792 Ha
Energy above the lowest of the compared OMol25 structures with the same formula, charge and spin: 96.7 kcal per mole

Need the natural (NBO) charges? In units of e they are:
1. O -0.5189
2. C 0.4420
3. C -0.2743
4. C -0.1542
5. C -0.0288
6. N 0.5058
7. O -0.3944
8. O -0.3880
9. C -0.1336
10. C -0.3308
11. H 0.2333
12. H 0.2518
13. H 0.2509
14. H 0.2237
15. C -0.2555
16. O -0.4964
17. C 0.3199
18. C -0.2800
19. C -0.1157
20. C -0.0978
21. C 0.0521
22. C 0.0239
23. C -0.2216
24. C -0.2022
25. C -0.2086
26. C -0.2089
27. C -0.2272
28. C -0.1864
29. C -0.2971
30. H 0.2054
31. H 0.1823
32. H 0.1824
33. H 0.2264
34. H 0.2033
35. H 0.1857
36. H 0.2070
37. H 0.2190
38. H 0.2190
39. H 0.2169
40. H 0.2261
41. H 0.2241
42. H 0.2194